Record 1
Here is one molecule with the formula C18H23NO8 from the OMol25 dataset. Energies are from ωB97M-V/def2-TZVPD.

Each line ends with the Löwdin charge.
Element x y z (Å)
1 C 0.8127 1.4193 4.9624  -0.06
2 C 1.8968 0.4994 4.4176  -0.21
3 O 1.3444 -0.5346 3.6052  -0.03
4 C 1.0822 -0.2135 2.3239  -0.42
5 O 1.3400 0.8810 1.8626  0.11
6 C 0.4703 -1.2780 1.5358  -0.03
7 C -0.1100 -2.3934 2.0356  -0.20
8 C -0.1405 -2.7830 3.4774  0.00
9 N -0.7224 -3.2770 1.1881  0.12
10 C -0.7074 -3.1678 -0.1820  -0.20
11 C -1.2995 -4.3206 -0.9198  0.00
12 C -0.1522 -2.0834 -0.7672  -0.02
13 C -0.0549 -1.9687 -2.2266  -0.44
14 O -0.4754 -2.7854 -3.0195  0.09
15 O 0.5933 -0.8548 -2.5917  0.00
16 C 0.7492 -0.6266 -3.9913  -0.20
17 C -0.4807 0.0372 -4.5918  -0.05
18 C 0.3641 -0.9294 0.0613  -0.09
19 C -0.6015 0.2510 -0.0282  -0.44
20 O -1.6897 0.2702 0.4876  0.15
21 O -0.0828 1.2640 -0.7168  0.07
22 C -0.8094 2.4825 -0.6904  -0.18
23 C -0.4518 3.3292 0.5328  -0.06
24 C -0.1521 4.7142 -0.0542  -0.13
25 O -0.0056 4.5547 -1.4598  0.05
26 C -0.3781 3.3496 -1.8840  -0.41
27 O -0.3816 3.0280 -3.0337  0.14
28 H 0.2987 1.9100 4.1396  0.07
29 H 0.0886 0.8500 5.5405  0.08
30 H 1.2612 2.1755 5.6003  0.08
31 H 2.6149 1.0743 3.8236  0.12
32 H 2.4147 -0.0212 5.2261  0.12
33 H 0.8664 -2.9868 3.8352  0.10
34 H -0.7549 -3.6689 3.6257  0.08
35 H -0.5389 -1.9716 4.0804  0.09
36 H -1.1682 -4.0890 1.5888  0.14
37 H -0.5593 -4.7653 -1.5814  0.10
38 H -2.1107 -3.9775 -1.5580  0.10
39 H -1.6735 -5.0770 -0.2325  0.08
40 H 1.6210 0.0250 -4.0742  0.13
41 H 0.9458 -1.5860 -4.4835  0.12
42 H -0.3194 0.2026 -5.6533  0.08
43 H -0.6604 0.9930 -4.1073  0.05
44 H -1.3485 -0.6056 -4.4632  0.08
45 H 1.3270 -0.5801 -0.3234  0.16
46 H -1.8830 2.2593 -0.7591  0.17
47 H -1.2583 3.3622 1.2612  0.13
48 H 0.4304 2.8913 1.0026  0.11
49 H 0.7737 5.1499 0.3270  0.13
50 H -0.9732 5.4185 0.1166  0.13

Values from the calculation:
**Electronic energy**: -1356.4388 a.u.
**Orbital gap**: 8.61 eV
**SMILES**: CCOC(=O)C1=C(C)NC(C)=C(C(=O)OCC)C1C(=O)O[C@H]1CCOC1=O
**Spin multiplicity**: 1
**Energy above the lowest of the compared OMol25 structures with the same formula, charge and spin**: 0.0000 eV

Record 2
Here is one molecule with the formula C6H7ClO2Si in a non-equilibrium geometry from the OMol25 dataset. Energies are from ωB97M-V/def2-TZVPD.

Each line ends with the Löwdin charge.
Element x y z (Å)
1 O 2.4610 -1.9249 -0.1730  -0.15
2 Si 2.0183 -0.3710 0.0669  -0.11
3 O 2.3142 0.4286 -1.3255  -0.12
4 Cl 2.9593 0.1930 1.7520  0.42
5 C 0.2039 -0.0641 0.3021  -0.28
6 C -0.6876 -1.1000 -0.0053  -0.10
7 C -2.0075 -0.8536 -0.1115  -0.11
8 C -2.4426 0.4404 -0.0017  -0.14
9 C -1.6472 1.4555 0.3427  -0.11
10 C -0.2574 1.2123 0.5452  -0.10
11 H 3.2314 -2.4000 -0.5842  0.11
12 H 2.1639 1.3799 -1.3740  0.07
13 H -0.2599 -2.1306 -0.0005  0.12
14 H -2.8442 -1.5179 -0.3264  0.11
15 H -3.5810 0.5208 -0.1634  0.13
16 H -1.9837 2.5826 0.4322  0.14
17 H 0.3590 2.1491 0.6247  0.12

Values from the calculation:
**Electronic energy**: -1133.1358 a.u.
**Orbital gap**: 10.10 eV
**SMILES**: O[Si](O)(Cl)c1ccccc1
**Spin multiplicity**: 1
**Energy above the lowest of the compared OMol25 structures with the same formula, charge and spin**: 0.0000 eV

Record 3
Here is one molecule with the formula C6H11N in a non-equilibrium geometry from the OMol25 dataset. Energies are from ωB97M-V/def2-TZVPD.

Each line ends with the Löwdin charge.
Element x y z (Å)
1 C 1.8509 0.5198 0.2957  0.04
2 C 0.5159 0.5554 0.1023  -0.37
3 C -0.1299 -0.3337 -0.9142  -0.09
4 C -0.2128 -1.6530 -0.7754  -0.16
5 C -1.1830 -2.4784 -1.5997  -0.10
6 N -0.4454 1.0537 1.0005  -0.07
7 C -0.1869 2.2498 1.7520  -0.13
8 H 2.4095 -0.3905 0.1313  0.05
9 H 2.4906 1.3393 0.6079  0.05
10 H -0.6309 0.2213 -1.7006  0.11
11 H 0.5604 -2.1529 -0.1991  0.11
12 H -1.8372 -3.0125 -0.9084  0.07
13 H -0.6233 -3.2831 -2.0810  0.07
14 H -1.6849 -1.7798 -2.2582  0.07
15 H -0.9122 0.3244 1.5127  0.13
16 H 0.5947 2.1195 2.5206  0.08
17 H 0.1609 3.1217 1.1973  0.08
18 H -1.1137 2.5532 2.2386  0.07

Values from the calculation:
**Electronic energy**: -289.8638 a.u.
**Orbital gap**: 8.69 eV
**SMILES**: C=C(/C=C/C)NC
**Spin multiplicity**: 1
**Energy above the lowest of the compared OMol25 structures with the same formula, charge and spin**: 2.9351 eV

Record 4
Here is C6BCl5F4IrSbSe4 as an isolated structure in a non-equilibrium geometry from the OMol25 dataset. Energies are from ωB97M-V/def2-TZVPD.

Each line ends with the Löwdin charge.
Element x y z (Å)
1 Ir 9.9072 5.6974 5.3547  1.12
2 Cl 10.0231 6.1042 8.3618  0.78
3 C 9.8507 7.5893 7.5998  -0.74
4 C 9.5298 7.4837 6.2757  -0.49
5 C 9.1599 8.6724 5.5838  -0.81
6 Cl 8.7092 8.4185 3.9637  0.74
7 C 9.0568 9.8889 6.2401  -0.78
8 Cl 8.7448 11.3098 5.2916  0.73
9 C 9.4434 9.9621 7.6189  -0.66
10 Cl 9.3572 11.5951 8.3690  0.68
11 C 9.8364 8.8570 8.2789  -0.72
12 Cl 10.3773 8.9809 9.8802  0.78
13 F 11.7612 5.9149 4.4544  -0.13
14 B 11.8958 4.4634 3.8163  -1.14
15 F 11.6231 4.5045 2.5144  0.24
16 F 13.1138 4.0547 4.2329  0.22
17 F 10.8166 3.8112 4.4890  0.01
18 Se 3.7014 5.6095 6.3133  0.24
19 Sb 5.9972 6.4795 5.8825  -0.01
20 Se 5.3530 6.1972 3.3661  0.27
21 Se 6.3405 8.7493 6.9336  0.43
22 Se 7.7549 4.7978 5.6922  0.23

Values from the calculation:
**Electronic energy**: -12904.0323 a.u.
**Orbital gap (alpha / beta)**: 6.60 / 5.49 eV
**Charge**: +1
**Spin multiplicity**: 6
**⟨S²⟩**: 8.78
**Energy above the lowest of the compared OMol25 structures with the same formula, charge and spin**: 0.1524 eV

> What is the electronic energy in the third record?

-289.8638 a.u.

> Which value of spin multiplicity does entry 1 give?

1